Record 1
DFT (ωB97M-V/def2-TZVPD) results for a molecular structure, C23H53BrGaN6O9.

Highest occupied orbital energy in eV: -5.295
Net charge: -1

```
93
C23H53BrGaN6O9 ωB97M-V/def2-TZVPD
C -0.577 -1.445 2.878
C -0.242 -0.589 4.097
C 0.256 -1.417 5.298
C 1.358 -0.723 6.122
Ga 3.171 -1.475 5.903
Br 3.068 -3.863 5.631
O 4.176 -0.727 4.556
C 3.867 -1.181 3.260
C 3.925 -0.029 2.251
O 2.659 0.190 1.632
C 2.597 -0.039 0.244
C 1.392 0.698 -0.311
O 4.157 -1.072 7.514
N 4.703 -2.097 8.156
O 4.274 -2.238 9.257
H 0.343 -1.763 2.380
H -1.208 -0.911 2.171
H -1.092 -2.351 3.197
H 0.511 0.157 3.834
H -1.144 -0.047 4.395
H 0.593 -2.387 4.923
H -0.605 -1.630 5.941
H 1.378 0.346 5.897
H 1.133 -0.804 7.189
H 4.559 -1.979 2.958
H 2.848 -1.590 3.196
H 4.167 0.876 2.812
H 4.690 -0.203 1.490
H 3.518 0.304 -0.242
H 2.489 -1.118 0.056
H 1.380 1.696 0.126
H 0.482 0.199 0.026
H 1.410 0.772 -1.395
C -4.681 -2.227 3.178
O -3.575 -1.738 3.233
N -5.162 -3.095 4.097
C -6.483 -3.667 4.006
C -4.293 -3.452 5.208
H -5.398 -2.011 2.366
H -7.087 -3.404 4.878
H -6.436 -4.757 3.938
H -6.980 -3.287 3.115
H -4.017 -2.566 5.780
H -3.372 -3.909 4.847
H -4.818 -4.153 5.854
C -1.256 2.852 -3.012
O -0.190 2.696 -2.434
N -2.332 2.074 -2.791
C -3.590 2.263 -3.492
C -2.212 1.010 -1.810
H -1.414 3.636 -3.766
H -4.388 2.480 -2.776
H -3.856 1.365 -4.045
H -3.502 3.092 -4.189
H -1.958 1.411 -0.828
H -1.422 0.311 -2.089
H -3.161 0.480 -1.750
C -1.637 5.711 -6.082
O -2.113 4.734 -5.536
N -0.592 5.659 -6.931
C -0.047 6.842 -7.558
C 0.002 4.361 -7.206
H -2.018 6.732 -5.917
H -0.110 6.771 -8.646
H 1.000 6.982 -7.281
H -0.610 7.715 -7.234
H -0.736 3.688 -7.642
H 0.368 3.904 -6.286
H 0.829 4.492 -7.899
C -5.832 0.739 -6.519
O -5.383 1.582 -5.769
N -5.337 0.493 -7.750
C -5.890 -0.521 -8.619
C -4.204 1.285 -8.197
H -6.685 0.093 -6.253
H -5.141 -1.278 -8.862
H -6.253 -0.083 -9.551
H -6.724 -1.009 -8.118
H -3.356 1.156 -7.525
H -4.458 2.346 -8.208
H -3.925 0.967 -9.199
C 8.033 -2.341 2.358
O 7.528 -1.347 1.873
N 8.026 -2.662 3.663
C 8.661 -3.863 4.152
C 7.354 -1.787 4.618
H 8.564 -3.090 1.741
H 7.934 -4.514 4.642
H 9.446 -3.622 4.874
H 9.109 -4.405 3.320
H 6.295 -1.695 4.381
H 7.794 -0.790 4.594
H 7.453 -2.206 5.616
```

Partial atomic charges computed with the Löwdin method, in multiples of e: number 1, C, carries -0.128; number 2, C, carries -0.263; number 3, C, carries -0.303; number 4, C, carries -0.233; number 5, Ga, carries 0.075; number 6, Br, carries 0.148; number 7, O, carries -0.273; number 8, C, carries -0.309; number 9, C, carries -0.165; number 10, O, carries -0.170; number 11, C, carries -0.297; number 12, C, carries -0.081; number 13, O, carries -0.220; number 14, N, carries -0.224; number 15, O, carries -0.051; number 16, H, carries 0.062; number 17, H, carries 0.054; number 18, H, carries 0.052; number 19, H, carries 0.095; number 20, H, carries 0.097; number 21, H, carries 0.048; number 22, H, carries 0.094; number 23, H, carries 0.053; number 24, H, carries 0.046; number 25, H, carries 0.101; number 26, H, carries 0.096; number 27, H, carries 0.124; number 28, H, carries 0.109; number 29, H, carries 0.111; number 30, H, carries 0.117; number 31, H, carries 0.080; number 32, H, carries 0.061; number 33, H, carries 0.061; number 34, C, carries -0.342; number 35, O, carries 0.028; number 36, N, carries -0.202; number 37, C, carries -0.073; number 38, C, carries -0.037; number 39, H, carries 0.131; number 40, H, carries 0.086; number 41, H, carries 0.086; number 42, H, carries 0.078; number 43, H, carries 0.094; number 44, H, carries 0.095; number 45, H, carries 0.082; number 46, C, carries -0.339; number 47, O, carries -0.011; number 48, N, carries -0.188; number 49, C, carries -0.061; number 50, C, carries -0.046; number 51, H, carries 0.104; number 52, H, carries 0.091; number 53, H, carries 0.064; number 54, H, carries 0.068; number 55, H, carries 0.092; number 56, H, carries 0.087; number 57, H, carries 0.082; number 58, C, carries -0.334; number 59, O, carries 0.000; number 60, N, carries -0.195; number 61, C, carries -0.063; number 62, C, carries -0.033; number 63, H, carries 0.135; number 64, H, carries 0.087; number 65, H, carries 0.090; number 66, H, carries 0.081; number 67, H, carries 0.088; number 68, H, carries 0.097; number 69, H, carries 0.085; number 70, C, carries -0.338; number 71, O, carries 0.014; number 72, N, carries -0.200; number 73, C, carries -0.066; number 74, C, carries -0.040; number 75, H, carries 0.134; number 76, H, carries 0.089; number 77, H, carries 0.087; number 78, H, carries 0.081; number 79, H, carries 0.094; number 80, H, carries 0.092; number 81, H, carries 0.083; number 82, C, carries -0.370; number 83, O, carries 0.005; number 84, N, carries -0.191; number 85, C, carries -0.071; number 86, C, carries -0.012; number 87, H, carries 0.125; number 88, H, carries 0.092; number 89, H, carries 0.085; number 90, H, carries 0.075; number 91, H, carries 0.069; number 92, H, carries 0.096; number 93, H, carries 0.091



Record 2
DFT (ωB97M-V/def2-TZVPD) results for a gas-phase ion, C5H13N2O (charge +1).

Highest occupied orbital energy in eV: -13.884
Net charge: +1
SMILES: CCNC(=O)C[NH2+]C

```
21
C5H13N2O ωB97M-V/def2-TZVPD
O -0.727 1.685 0.467
C -0.331 0.659 -0.082
N -0.398 0.439 -1.385
C 0.244 -0.715 -2.048
C 0.127 -0.703 -3.546
C 0.248 -0.451 0.833
N 0.386 0.169 2.148
C 0.354 -0.721 3.356
H -0.707 1.221 -1.945
H 1.320 -0.632 -1.839
H -0.099 -1.617 -1.556
H -0.734 -1.225 -3.959
H 1.003 -1.165 -3.997
H 0.101 0.314 -3.946
H -0.502 -1.236 0.863
H 1.203 -0.801 0.480
H 1.256 0.701 2.131
H -0.327 0.919 2.164
H 1.000 -1.525 3.211
H -0.661 -1.112 3.420
H 0.513 -0.080 4.212
```

Partial atomic charges computed with the Löwdin method, in multiples of e: number 1, O, carries 0.058; number 2, C, carries -0.458; number 3, N, carries 0.096; number 4, C, carries -0.223; number 5, C, carries -0.069; number 6, C, carries -0.046; number 7, N, carries -0.008; number 8, C, carries 0.044; number 9, H, carries 0.163; number 10, H, carries 0.120; number 11, H, carries 0.117; number 12, H, carries 0.084; number 13, H, carries 0.085; number 14, H, carries 0.086; number 15, H, carries 0.153; number 16, H, carries 0.136; number 17, H, carries 0.188; number 18, H, carries 0.162; number 19, H, carries 0.086; number 20, H, carries 0.114; number 21, H, carries 0.112



Record 3
DFT (ωB97M-V/def2-TZVPD) results for 2 unconnected molecules or ions with the total composition C2H3ClF2S.

Highest occupied orbital energy (alpha / beta) in eV: -8.247 / -8.248
Net charge: 0

```
9
C2H3ClF2S ωB97M-V/def2-TZVPD
C 0.815 -0.667 -0.028
C -0.522 1.157 -0.064
F -1.746 0.625 0.253
F -0.116 2.030 0.843
S -0.077 -2.052 -0.185
Cl -0.567 1.742 -1.659
H 1.103 -0.179 -0.997
H 1.328 -0.271 0.791
H -0.217 -2.385 1.046
```

Partial atomic charges computed with the Löwdin method, in multiples of e: number 1, C, carries -0.508; number 2, C, carries -0.904; number 3, F, carries -0.047; number 4, F, carries 0.035; number 5, S, carries 0.804; number 6, Cl, carries 0.726; number 7, H, carries 0.024; number 8, H, carries 0.019; number 9, H, carries -0.149



Record 4
DFT (ωB97M-V/def2-TZVPD) results for 2 unconnected molecules or ions with the total composition C3H12NO2.

Highest occupied orbital energy in eV: -14.987
Net charge: +1

```
18
C3H12NO2 ωB97M-V/def2-TZVPD
C -0.011 -0.740 0.797
C 0.612 -0.726 -0.597
C 2.117 -0.921 -0.413
O 0.270 0.541 -1.181
N -1.378 -0.131 0.805
H 0.590 -0.136 1.476
H -0.079 -1.753 1.179
H 0.137 -1.514 -1.189
H 2.343 -1.677 0.331
H 2.553 -1.254 -1.355
H 2.516 0.069 -0.199
H 0.328 0.378 -2.138
H -1.393 0.907 0.654
H -1.883 -0.592 0.057
H -1.932 -0.296 1.648
H -1.047 2.747 -0.459
H -2.341 2.569 0.194
O -1.401 2.530 0.389
```

Partial atomic charges computed with the Löwdin method, in multiples of e: number 1, C, carries -0.106; number 2, C, carries -0.413; number 3, C, carries -0.021; number 4, O, carries -0.037; number 5, N, carries 0.176; number 6, H, carries 0.145; number 7, H, carries 0.142; number 8, H, carries 0.151; number 9, H, carries 0.092; number 10, H, carries 0.091; number 11, H, carries 0.099; number 12, H, carries 0.121; number 13, H, carries 0.082; number 14, H, carries 0.163; number 15, H, carries 0.176; number 16, H, carries 0.059; number 17, H, carries 0.081; number 18, O, carries 0.000



Record 5
DFT (ωB97M-V/def2-TZVPD) results for a single C25H33NO5 molecule.

Highest occupied orbital energy in eV: -8.133
Net charge: 0
SMILES: CCOC(=O)C1(CCOc2ccccc2)CCN(Cc2cc(OC)cc(OC)c2)CC1

```
64
C25H33NO5 ωB97M-V/def2-TZVPD
C -3.326 -1.168 -2.367
C -1.908 -1.345 -1.855
H -1.185 -1.365 -2.679
H -1.810 -2.276 -1.284
O -1.593 -0.253 -0.991
C -0.305 0.075 -0.869
O 0.576 -0.455 -1.500
C -0.095 1.274 0.049
C 1.251 1.071 0.759
C 1.110 -0.048 1.802
N -0.091 -0.812 1.514
C -1.265 -0.024 1.833
C -1.189 1.333 1.118
H -2.156 1.568 0.677
H -0.932 2.125 1.824
H -1.362 0.127 2.924
H -2.142 -0.581 1.494
C -0.115 -2.105 2.176
C 1.016 -2.994 1.731
C 1.741 -3.721 2.653
C 2.782 -4.553 2.233
C 3.091 -4.636 0.887
C 2.360 -3.894 -0.045
C 1.317 -3.084 0.376
H 0.753 -2.489 -0.319
O 2.753 -4.040 -1.338
C 2.041 -3.338 -2.334
H 2.567 -3.541 -3.267
H 2.027 -2.262 -2.146
H 1.012 -3.702 -2.412
H 3.890 -5.254 0.513
O 3.431 -5.231 3.222
C 4.494 -6.079 2.863
H 4.159 -6.883 2.199
H 4.856 -6.509 3.796
H 5.305 -5.525 2.380
H 1.524 -3.666 3.708
H -0.088 -1.995 3.275
H -1.067 -2.584 1.916
H 1.067 0.375 2.822
H 1.966 -0.721 1.755
H 1.995 0.795 0.012
H 1.564 2.003 1.232
C -0.041 2.545 -0.815
C -1.185 2.662 -1.829
O -1.203 3.923 -2.460
C -1.669 5.012 -1.784
C -2.243 4.997 -0.518
C -2.695 6.178 0.048
C -2.584 7.378 -0.628
C -2.014 7.395 -1.891
C -1.561 6.226 -2.465
H -1.116 6.221 -3.448
H -1.922 8.326 -2.432
H -2.938 8.293 -0.177
H -3.139 6.152 1.033
H -2.348 4.080 0.039
H -2.154 2.446 -1.365
H -1.032 1.952 -2.646
H 0.902 2.559 -1.366
H -0.054 3.418 -0.158
H -3.590 -2.002 -3.010
H -4.023 -1.129 -1.533
H -3.410 -0.243 -2.932
```

Partial atomic charges computed with the Löwdin method, in multiples of e: number 1, C, carries -0.056; number 2, C, carries -0.206; number 3, H, carries 0.124; number 4, H, carries 0.129; number 5, O, carries -0.014; number 6, C, carries -0.468; number 7, O, carries 0.095; number 8, C, carries -0.360; number 9, C, carries -0.086; number 10, C, carries -0.140; number 11, N, carries -0.181; number 12, C, carries -0.170; number 13, C, carries -0.090; number 14, H, carries 0.112; number 15, H, carries 0.128; number 16, H, carries 0.125; number 17, H, carries 0.120; number 18, C, carries -0.134; number 19, C, carries -0.212; number 20, C, carries 0.028; number 21, C, carries -0.266; number 22, C, carries 0.054; number 23, C, carries -0.254; number 24, C, carries 0.024; number 25, H, carries 0.088; number 26, O, carries -0.076; number 27, C, carries -0.075; number 28, H, carries 0.093; number 29, H, carries 0.077; number 30, H, carries 0.097; number 31, H, carries 0.114; number 32, O, carries -0.082; number 33, C, carries -0.092; number 34, H, carries 0.096; number 35, H, carries 0.092; number 36, H, carries 0.096; number 37, H, carries 0.120; number 38, H, carries 0.128; number 39, H, carries 0.135; number 40, H, carries 0.129; number 41, H, carries 0.124; number 42, H, carries 0.121; number 43, H, carries 0.125; number 44, C, carries -0.080; number 45, C, carries -0.177; number 46, O, carries -0.034; number 47, C, carries -0.267; number 48, C, carries -0.027; number 49, C, carries -0.088; number 50, C, carries -0.106; number 51, C, carries -0.088; number 52, C, carries -0.011; number 53, H, carries 0.116; number 54, H, carries 0.103; number 55, H, carries 0.097; number 56, H, carries 0.103; number 57, H, carries 0.096; number 58, H, carries 0.121; number 59, H, carries 0.137; number 60, H, carries 0.137; number 61, H, carries 0.124; number 62, H, carries 0.078; number 63, H, carries 0.077; number 64, H, carries 0.077



Record 6
DFT (ωB97M-V/def2-TZVPD) results for a molecular structure, C23H20ClCrN3O2.

Highest occupied orbital energy (alpha / beta) in eV: -6.932 / -7.164
<S²>: 6.029
Net charge: 0
Spin multiplicity: 5

```
50
C23H20ClCrN3O2 ωB97M-V/def2-TZVPD
Cr -0.026 0.005 0.254
C -5.528 0.438 -0.455
N -4.291 -0.207 -0.031
C -4.167 -1.226 0.889
C -2.840 -1.508 0.962
N -2.148 -0.689 0.099
C -3.052 0.078 -0.474
H -6.288 0.278 0.304
H -5.880 0.029 -1.400
H -5.366 1.507 -0.563
H -5.019 -1.639 1.405
H -2.329 -2.231 1.576
H -2.852 0.856 -1.197
Cl -0.195 1.512 5.070
C -1.069 0.234 4.172
C -0.755 0.314 2.692
O -1.121 1.301 2.030
O -0.119 -0.672 2.182
H -2.130 0.397 4.331
H -0.756 -0.721 4.572
C 4.972 -0.750 -2.530
C 3.659 -1.270 -2.615
C 2.722 -0.917 -1.685
C 3.012 -0.022 -0.617
C 2.003 0.371 0.325
C 2.419 1.191 1.354
C 3.757 1.648 1.488
C 4.699 1.300 0.567
C 4.346 0.456 -0.518
C 5.303 0.081 -1.500
H 5.712 -1.023 -3.273
H 3.402 -1.959 -3.412
H 1.727 -1.347 -1.736
H 1.703 1.525 2.102
H 4.023 2.284 2.326
H 5.723 1.652 0.651
H 6.313 0.468 -1.410
N -0.101 0.492 -1.587
C -0.140 0.789 -2.687
C -0.192 1.163 -4.081
C 0.455 2.307 -4.530
C 0.399 2.635 -5.876
C -0.296 1.824 -6.762
C -0.940 0.680 -6.309
C -0.891 0.344 -4.966
H 0.998 2.927 -3.828
H 0.902 3.524 -6.232
H -0.332 2.083 -7.813
H -1.477 0.045 -7.003
H -1.382 -0.546 -4.592
```

Partial atomic charges computed with the Löwdin method, in multiples of e: number 1, Cr, carries 0.745; number 2, C, carries -0.006; number 3, N, carries -0.118; number 4, C, carries -0.046; number 5, C, carries -0.109; number 6, N, carries -0.007; number 7, C, carries -0.148; number 8, H, carries 0.091; number 9, H, carries 0.091; number 10, H, carries 0.094; number 11, H, carries 0.120; number 12, H, carries 0.117; number 13, H, carries 0.135; number 14, Cl, carries 0.564; number 15, C, carries -0.481; number 16, C, carries -0.762; number 17, O, carries -0.037; number 18, O, carries -0.131; number 19, H, carries 0.076; number 20, H, carries 0.073; number 21, C, carries -0.103; number 22, C, carries -0.100; number 23, C, carries -0.074; number 24, C, carries -0.196; number 25, C, carries -0.170; number 26, C, carries -0.119; number 27, C, carries -0.087; number 28, C, carries -0.060; number 29, C, carries -0.179; number 30, C, carries -0.052; number 31, H, carries 0.094; number 32, H, carries 0.093; number 33, H, carries 0.085; number 34, H, carries 0.080; number 35, H, carries 0.098; number 36, H, carries 0.104; number 37, H, carries 0.105; number 38, N, carries 0.112; number 39, C, carries -0.036; number 40, C, carries -0.199; number 41, C, carries -0.015; number 42, C, carries -0.062; number 43, C, carries -0.067; number 44, C, carries -0.067; number 45, C, carries -0.025; number 46, H, carries 0.128; number 47, H, carries 0.111; number 48, H, carries 0.110; number 49, H, carries 0.109; number 50, H, carries 0.121



Calculated total energy values, unit hartree, following the record order: -6412.70849, -382.83239, -1136.01411, -326.49839, -1403.37827, -2707.89683.
Energy relative to the best compared isomer or geometry (same formula, charge and spin) values, unit kcal per mole, following the record order: 0.0, 18.4, 62.6, 9.2, 15.6, 4.7.